1.
A molecular structure, C7H29BaO8. Source: OMol25; level of theory: ωB97M-V with the def2-TZVPD basis set.

Frontier orbital gap = 8.46 eV
E_HOMO = -12.26 eV
Energy above the lowest of the compared OMol25 structures with the same formula, charge and spin = 127.2 kJ/mol
Lowest unoccupied orbital energy = -3.793 eV
Electronic energy = -911.271067 Eh

```
! wB97M-V def2-TZVPD RIJCOSX def2/J DEFGRID3
* xyz 1 1
Ba -0.42765 -0.32992 2.64943
O -0.40366 -0.18922 0.00055
H -0.44787 0.77664 -0.01034
C 0.26498 -4.24772 1.59659
O -0.36227 -2.95777 1.46317
H -0.11447 -4.76574 2.47282
H 0.00263 -4.83641 0.71662
H 1.34843 -4.13520 1.62219
H -0.18733 -2.70919 0.52767
C -2.35714 1.21147 -2.47174
O -2.77986 0.34155 -1.43122
H -2.01887 2.17931 -2.07595
H -1.51339 0.74189 -2.98108
H -3.09982 1.44103 -3.23267
H -1.98552 0.07280 -0.92517
C 2.82455 -1.88988 0.16065
O 2.02130 -0.91376 0.81061
H 2.29558 -2.83459 0.00586
H 3.09607 -1.50027 -0.82357
H 3.70789 -2.07258 0.76977
H 1.24691 -0.72463 0.24740
C 1.85853 2.78078 1.89358
O 1.62556 1.97100 3.06880
H 1.06002 2.58075 1.18143
H 1.80981 3.83197 2.17081
H 2.80104 2.46444 1.45153
H 2.20540 2.28571 3.76819
C 1.65330 2.19848 -2.03429
O 1.04611 0.94202 -2.19299
H 2.36933 2.40605 -2.82536
H 0.88906 2.98807 -2.01787
H 2.19893 2.29771 -1.08575
H 0.46253 0.74962 -1.43687
C -1.52634 -2.90538 -1.88513
O -0.27883 -2.51812 -1.31594
H -1.46614 -3.96081 -2.15650
H -2.30124 -2.81397 -1.12029
H -1.74939 -2.37584 -2.81118
H -0.36120 -1.59191 -1.00813
C -2.41962 2.62687 1.26173
O -1.48669 2.22049 2.26139
H -3.45620 2.51686 1.58078
H -2.29763 3.65510 0.91117
H -2.32733 2.08053 0.32044
H -1.41951 2.91178 2.92886
*
```

Löwdin charges in e: atom 1 (Ba): 1.993, atom 2 (O): -0.541, atom 3 (H): -0.043, atom 4 (C): -0.104, atom 5 (O): -0.297, atom 6 (H): 0.085, atom 7 (H): 0.095, atom 8 (H): 0.077, atom 9 (H): 0.016, atom 10 (C): -0.152, atom 11 (O): -0.151, atom 12 (H): 0.069, atom 13 (H): 0.077, atom 14 (H): 0.084, atom 15 (H): 0.007, atom 16 (C): -0.123, atom 17 (O): -0.228, atom 18 (H): 0.067, atom 19 (H): 0.095, atom 20 (H): 0.087, atom 21 (H): -0.020, atom 22 (C): -0.109, atom 23 (O): -0.223, atom 24 (H): 0.057, atom 25 (H): 0.095, atom 26 (H): 0.091, atom 27 (H): 0.088, atom 28 (C): -0.158, atom 29 (O): -0.124, atom 30 (H): 0.086, atom 31 (H): 0.078, atom 32 (H): 0.060, atom 33 (H): 0.013, atom 34 (C): -0.117, atom 35 (O): -0.158, atom 36 (H): 0.084, atom 37 (H): 0.086, atom 38 (H): 0.087, atom 39 (H): 0.013, atom 40 (C): -0.110, atom 41 (O): -0.287, atom 42 (H): 0.098, atom 43 (H): 0.101, atom 44 (H): 0.058, atom 45 (H): 0.098

=====

2.
2 unconnected molecules or ions with the total composition C4H10N2S. Source: OMol25; level of theory: ωB97M-V with the def2-TZVPD basis set.

Frontier orbital gap = 8.59 eV
E_HOMO = -7.83 eV
Energy above the lowest of the compared OMol25 structures with the same formula, charge and spin = 437.4 kJ/mol
Lowest unoccupied orbital energy = 0.765 eV
Electronic energy = -665.936358 Eh

```
! wB97M-V def2-TZVPD RIJCOSX def2/J DEFGRID3
* xyz 0 1
C 1.87905 -0.01475 -0.19436
C 2.72708 -0.61910 0.90171
C -2.18755 1.33172 0.00093
C -2.91666 0.38060 0.55888
N 0.71272 -0.50736 -0.46574
N -0.12187 -0.23477 -1.43966
S -2.49791 -1.22925 0.07292
H 2.11058 0.69177 -0.93465
H 3.86615 -0.51711 0.77761
H 2.39362 0.01405 1.73867
H 2.37904 -1.62359 1.11409
H 0.35983 -1.14006 0.11494
H -1.61791 1.14114 -0.82109
H -2.16373 2.39939 0.24074
H -3.50861 0.61334 1.32726
H 0.22309 0.37223 -2.12144
H -1.63691 -1.05824 -0.87079
*
```

Löwdin charges in e: atom 1 (C): -0.130, atom 2 (C): -0.067, atom 3 (C): -0.113, atom 4 (C): -0.554, atom 5 (N): -0.113, atom 6 (N): -0.050, atom 7 (S): 0.732, atom 8 (H): 0.105, atom 9 (H): 0.105, atom 10 (H): 0.073, atom 11 (H): 0.068, atom 12 (H): 0.075, atom 13 (H): -0.026, atom 14 (H): 0.060, atom 15 (H): 0.010, atom 16 (H): 0.032, atom 17 (H): -0.206

=====

3.
2 unconnected molecules or ions with the total composition C4H7ClO. Source: OMol25; level of theory: ωB97M-V with the def2-TZVPD basis set.

Frontier orbital gap = 9.91 eV
E_HOMO = -9.13 eV
Energy above the lowest of the compared OMol25 structures with the same formula, charge and spin = 345.5 kJ/mol
Lowest unoccupied orbital energy = 0.785 eV
Electronic energy = -691.914338 Eh
SMILES = OCC1=CC1.Cl

```
! wB97M-V def2-TZVPD RIJCOSX def2/J DEFGRID3
* xyz 0 1
C -0.28601 1.21433 0.78243
C -1.17116 1.51455 -0.35044
C -0.54341 0.16005 -0.00217
C -0.38330 -1.21149 -0.32997
O 0.69694 -1.80562 0.32027
Cl 2.85567 0.13290 -0.37297
H 2.16566 -1.07764 -0.18619
H 0.07660 1.77222 1.62537
H -2.24766 1.69308 -0.23431
H -0.66493 2.22730 -1.04555
H -0.19213 -1.45211 -1.36977
H -1.28720 -1.82003 0.08275
H 0.98094 -1.34755 1.08055
*
```

Löwdin charges in e: atom 1 (C): -0.020, atom 2 (C): -0.124, atom 3 (C): -0.198, atom 4 (C): -0.240, atom 5 (O): -0.114, atom 6 (Cl): 0.218, atom 7 (H): -0.147, atom 8 (H): 0.101, atom 9 (H): 0.081, atom 10 (H): 0.091, atom 11 (H): 0.133, atom 12 (H): 0.164, atom 13 (H): 0.055

=====

4.
4 unconnected molecules or ions with the total composition C22H57N3P. Source: OMol25; level of theory: ωB97M-V with the def2-TZVPD basis set.

Frontier orbital gap = 6.79 eV
E_HOMO = -9.93 eV
Lowest unoccupied orbital energy = -3.144 eV
Electronic energy = -1377.703124 Eh

```
! wB97M-V def2-TZVPD RIJCOSX def2/J DEFGRID3
* xyz 1 1
C 0.06153 0.21589 1.85250
C -0.86877 0.11657 0.60592
C -0.15823 -0.46856 -0.66800
C 1.01350 0.47507 -1.03733
P 0.36796 -2.18972 -0.24254
H -0.44374 -0.16395 2.74284
H 0.30061 1.27703 1.97210
H 1.02054 -0.30064 1.72969
H -1.26396 1.09115 0.30921
H -1.71886 -0.55168 0.80902
H -0.84392 -0.50805 -1.52241
H 0.55617 1.43792 -1.30146
H 1.60447 0.15594 -1.90217
H 1.70308 0.67813 -0.21266
H -0.77638 -2.86579 0.26199
H 0.83862 -2.95582 -1.33221
H 1.37189 -2.21247 0.75845
C -1.27746 2.67216 -3.64392
C -0.85453 3.93281 -2.90169
N 0.03868 4.77477 -3.67115
C 0.67303 5.81884 -2.87652
C -0.22281 6.89537 -2.26154
C -0.44915 5.18355 -4.98114
C -1.77673 5.94272 -5.04704
H -0.40804 2.10817 -3.98962
H -1.85539 2.02673 -2.97639
H -1.90984 2.89527 -4.50346
H -0.32977 3.62146 -1.99132
H -1.75497 4.47137 -2.57325
H 1.44318 6.30226 -3.48296
H 1.22184 5.32783 -2.06522
H -0.57590 7.60619 -3.00648
H 0.34659 7.46606 -1.52419
H -1.08569 6.47264 -1.74489
H -0.53985 4.28744 -5.60219
H 0.32526 5.77540 -5.47455
H -2.54901 5.48796 -4.42408
H -2.14784 5.94096 -6.07395
H -1.66603 6.98471 -4.75239
C 3.79109 -3.29097 -2.09427
C 3.33972 -4.74384 -2.17540
N 3.83221 -5.42603 -3.35153
C 3.17870 -6.70733 -3.59036
C 3.37442 -7.81563 -2.55448
C 5.27746 -5.40598 -3.53509
C 6.15043 -5.97927 -2.41599
H 3.52848 -2.74517 -3.00281
H 3.30027 -2.79703 -1.24898
H 4.86583 -3.20384 -1.93647
H 2.24289 -4.75021 -2.21230
H 3.62359 -5.25814 -1.24507
H 3.48544 -7.07971 -4.57061
H 2.10429 -6.51631 -3.68675
H 4.36874 -8.25478 -2.61008
H 2.66154 -8.62126 -2.74385
H 3.20276 -7.46717 -1.53474
H 5.58188 -4.36897 -3.70542
H 5.51833 -5.91373 -4.47144
H 5.83905 -5.63835 -1.42670
H 7.18381 -5.65695 -2.55778
H 6.15526 -7.06762 -2.41906
C -5.06460 1.44001 8.13819
C -4.60206 1.70116 6.71223
N -3.18324 1.45461 6.51421
C -2.67976 1.97331 5.25364
C -3.22538 1.36467 3.95932
C -2.71264 0.12934 6.88419
C -3.36511 -1.07950 6.20695
H -4.46744 2.00614 8.85417
H -6.10491 1.74807 8.24963
H -5.00971 0.38190 8.39966
H -4.79967 2.75349 6.49086
H -5.22483 1.11352 6.02184
H -1.58796 1.89409 5.25087
H -2.88242 3.04854 5.23463
H -2.81674 0.37031 3.77364
H -2.93601 1.99215 3.11038
H -4.31372 1.30193 3.95586
H -2.83482 0.01824 7.96468
H -1.63083 0.08437 6.72938
H -4.45279 -1.00272 6.17622
H -3.12097 -1.98691 6.76396
H -3.00069 -1.22416 5.18969
*
```

Löwdin charges in e: atom 1 (C): -0.097, atom 2 (C): -0.258, atom 3 (C): -0.521, atom 4 (C): -0.089, atom 5 (P): 1.114, atom 6 (H): 0.072, atom 7 (H): 0.089, atom 8 (H): 0.044, atom 9 (H): 0.116, atom 10 (H): 0.099, atom 11 (H): 0.120, atom 12 (H): 0.076, atom 13 (H): 0.086, atom 14 (H): 0.082, atom 15 (H): 0.028, atom 16 (H): -0.004, atom 17 (H): 0.026, atom 18 (C): -0.096, atom 19 (C): -0.285, atom 20 (N): -0.199, atom 21 (C): -0.249, atom 22 (C): -0.084, atom 23 (C): -0.244, atom 24 (C): -0.080, atom 25 (H): 0.076, atom 26 (H): 0.062, atom 27 (H): 0.069, atom 28 (H): 0.100, atom 29 (H): 0.104, atom 30 (H): 0.114, atom 31 (H): 0.106, atom 32 (H): 0.058, atom 33 (H): 0.073, atom 34 (H): 0.066, atom 35 (H): 0.101, atom 36 (H): 0.117, atom 37 (H): 0.067, atom 38 (H): 0.075, atom 39 (H): 0.057, atom 40 (C): -0.098, atom 41 (C): -0.292, atom 42 (N): -0.197, atom 43 (C): -0.246, atom 44 (C): -0.084, atom 45 (C): -0.240, atom 46 (C): -0.079, atom 47 (H): 0.085, atom 48 (H): 0.033, atom 49 (H): 0.073, atom 50 (H): 0.096, atom 51 (H): 0.103, atom 52 (H): 0.116, atom 53 (H): 0.108, atom 54 (H): 0.059, atom 55 (H): 0.075, atom 56 (H): 0.065, atom 57 (H): 0.102, atom 58 (H): 0.119, atom 59 (H): 0.067, atom 60 (H): 0.077, atom 61 (H): 0.058, atom 62 (C): -0.087, atom 63 (C): -0.273, atom 64 (N): -0.197, atom 65 (C): -0.251, atom 66 (C): -0.093, atom 67 (C): -0.247, atom 68 (C): -0.085, atom 69 (H): 0.082, atom 70 (H): 0.075, atom 71 (H): 0.065, atom 72 (H): 0.119, atom 73 (H): 0.100, atom 74 (H): 0.108, atom 75 (H): 0.112, atom 76 (H): 0.038, atom 77 (H): 0.066, atom 78 (H): 0.070, atom 79 (H): 0.104, atom 80 (H): 0.113, atom 81 (H): 0.069, atom 82 (H): 0.074, atom 83 (H): 0.046